Entry from OMol25: a 3-piece molecular cluster, C23H50F3N6O9P2 overall at a distorted geometry (ωB97M-V/def2-TZVPD).

LUMO in hartree: -0.107
Charge: +1
HOMO energy in hartree: -0.4266

Structure (XYZ):
```
93
Properties=species:S:1:pos:R:3:forces:R:3:mulliken_charge:R:1
N 1.562 -2.274 -1.669 0.084 0.614 -0.402 -0.351
C 0.952 -0.940 -1.817 -0.179 -0.995 0.458 -0.720
C 1.928 0.252 -1.800 -0.942 -0.799 0.489 -0.216
N 2.058 1.086 -3.064 1.227 0.838 0.837 2.124
C 2.460 2.449 -2.553 -0.326 1.285 0.569 -1.371
O 3.615 2.340 -1.747 -0.035 -0.339 -0.428 -0.455
C 3.577 3.165 -0.673 0.375 0.906 0.824 0.833
F 3.273 4.421 -1.020 -0.264 0.008 -0.321 -0.271
F 4.756 3.204 -0.091 0.219 -0.520 -0.156 -0.254
F 2.669 2.786 0.235 0.140 -0.235 -0.183 -0.175
C 0.752 1.334 -3.782 -0.589 0.105 -0.057 -1.530
C 0.402 0.561 -5.061 -1.046 -0.687 -2.321 1.117
N -1.076 0.661 -5.146 0.612 0.409 0.787 -0.767
N 0.897 1.208 -6.295 0.454 0.380 0.895 -0.601
N 0.712 -0.857 -5.115 0.157 0.002 1.012 -0.492
C 3.194 0.665 -3.937 0.386 -0.398 -1.155 0.468
C 3.824 -0.550 -3.824 -0.347 -1.201 1.408 -0.664
C 4.867 -0.930 -4.653 -0.022 1.085 -0.639 -0.916
C 5.245 -0.002 -5.621 -0.398 -0.768 0.764 -0.421
C 4.535 1.189 -5.651 0.770 0.617 -1.223 -0.730
N 3.530 1.535 -4.866 -0.203 -0.006 0.531 -0.403
H 1.667 -2.738 -2.562 0.167 -0.119 0.067 0.278
H 2.458 -2.195 -1.207 0.001 -0.372 0.094 0.287
H 0.307 -0.841 -0.939 0.016 0.333 -0.079 -0.166
H 0.274 -1.007 -2.669 0.036 0.395 -0.011 0.669
H 1.592 0.917 -1.009 -0.144 0.290 -0.293 -0.728
H 2.895 -0.090 -1.442 0.211 0.207 -0.456 0.809
H 2.621 3.158 -3.361 0.227 -0.507 -0.363 0.525
H 1.654 2.870 -1.947 -0.296 -0.487 -0.125 0.826
H 0.711 2.390 -4.046 0.301 -0.081 -0.206 0.532
H -0.070 1.205 -3.077 0.287 -0.347 0.210 0.449
H -1.359 0.064 -5.913 -0.200 -0.015 0.054 0.335
H -1.300 1.627 -5.369 -0.321 -0.086 -0.096 0.307
H 1.748 0.782 -6.631 0.041 0.170 -0.162 0.195
H 0.178 1.221 -7.000 0.089 -0.123 -0.136 0.300
H 1.340 -1.206 -4.410 0.047 -0.063 -0.080 0.009
H 0.993 -1.168 -6.030 0.073 0.089 -0.040 0.301
H 3.525 -1.248 -3.051 -0.076 0.043 -0.073 0.321
H 5.365 -1.883 -4.553 -0.087 -0.047 0.099 0.499
H 6.042 -0.226 -6.314 0.010 0.252 -0.076 0.473
H 4.833 1.916 -6.400 -0.201 0.110 0.092 0.431
O 0.494 -2.131 2.149 3.295 -1.093 -1.742 -0.778
P 0.326 -3.597 2.412 -6.774 0.153 3.790 1.222
O -1.195 -3.778 1.792 0.521 -0.026 -0.345 -0.334
C -1.379 -3.704 0.379 -0.107 -0.010 -0.119 0.395
C -0.852 -4.934 -0.337 0.166 0.000 0.053 -1.108
O 0.019 -3.551 4.015 0.756 -0.307 -0.306 -0.323
C 0.401 -2.455 4.845 -0.159 0.282 0.243 -0.422
C -0.768 -1.519 5.060 -0.240 0.007 -0.102 -0.963
O 0.553 -5.203 2.439 2.356 1.206 -1.680 -0.424
C 0.097 -6.099 3.470 0.131 -0.709 0.619 -0.209
C -1.406 -6.204 3.577 -0.190 0.353 -0.147 -0.907
H -0.902 -2.799 -0.011 -0.003 0.002 0.028 -0.414
H -2.452 -3.611 0.210 -0.011 0.026 0.130 0.355
H 0.236 -5.001 -0.255 -0.015 0.012 -0.054 0.236
H -1.110 -4.900 -1.397 -0.020 0.029 0.009 0.439
H -1.265 -5.842 0.100 -0.065 0.009 -0.026 0.261
H 1.263 -1.931 4.437 -0.070 0.001 -0.162 0.311
H 0.709 -2.879 5.803 -0.017 -0.136 -0.063 0.322
H -1.178 -1.170 4.111 0.150 0.030 -0.045 0.194
H -0.466 -0.655 5.652 0.022 0.004 0.045 0.421
H -1.574 -2.036 5.583 0.038 0.014 0.056 0.312
H 0.552 -5.848 4.425 -0.038 0.258 -0.052 0.261
H 0.498 -7.076 3.194 0.109 0.148 -0.267 0.349
H -1.856 -5.277 3.928 0.045 0.015 0.011 0.232
H -1.666 -6.994 4.283 0.127 -0.053 -0.020 0.403
H -1.849 -6.438 2.609 0.018 -0.079 0.017 0.202
O -3.375 2.052 0.843 -2.577 -1.802 0.978 -0.836
P -3.328 2.389 2.289 5.117 3.785 0.476 1.044
O -3.581 4.000 2.346 -0.354 -0.697 0.010 -0.285
C -4.878 4.507 2.008 -0.306 0.164 -0.034 -0.370
C -5.904 4.221 3.089 0.058 -0.188 0.026 -0.961
O -1.706 2.312 2.544 -0.407 -0.232 0.240 -0.166
C -0.832 1.694 1.611 0.280 0.122 -0.178 -0.713
C -0.198 2.752 0.727 -0.270 0.243 0.059 -0.379
O -3.663 2.085 3.831 -1.819 -1.275 -1.666 -0.287
C -2.754 2.240 4.934 0.282 -0.163 0.862 0.131
C -2.342 3.669 5.197 -0.018 0.224 -0.330 -1.022
H -5.200 4.092 1.049 0.074 -0.011 -0.005 0.307
H -4.766 5.584 1.881 0.169 -0.030 0.008 0.314
H -6.097 3.149 3.176 -0.048 0.032 -0.012 0.283
H -6.848 4.717 2.860 0.023 0.015 -0.031 0.405
H -5.549 4.565 4.060 -0.010 0.071 -0.015 0.196
H -1.347 0.934 1.024 -0.120 0.104 -0.024 0.460
H -0.057 1.180 2.185 -0.066 0.042 0.120 0.324
H -0.956 3.362 0.233 -0.108 -0.156 -0.026 0.352
H 0.432 2.295 -0.034 -0.021 -0.062 -0.024 -0.250
H 0.412 3.429 1.325 0.069 -0.056 -0.014 0.299
H -1.895 1.588 4.814 0.075 0.003 -0.290 0.000
H -3.297 1.865 5.804 -0.236 -0.027 -0.201 0.401
H -1.727 4.071 4.395 0.008 -0.053 -0.024 0.201
H -1.765 3.717 6.122 -0.062 -0.099 0.031 0.443
H -3.216 4.313 5.296 -0.010 -0.031 0.083 0.218
```
Positions in Å, forces in eV/Å.